Computed, not measured: a single C15H16Cl2N2O2 molecule at a distorted geometry, with wB97M-V/def2-TZVPD.

```
! wB97M-V def2-TZVPD RIJCOSX def2/J DEFGRID3
* xyz 0 1
O -0.542 -0.448 -2.324
C 0.371 -0.513 -1.538
N 1.640 -0.153 -1.882
N 2.668 -0.222 -1.012
C 3.835 0.086 -1.387
C 4.990 0.041 -0.447
H 5.745 -0.630 -0.875
C 5.616 1.439 -0.327
C 6.653 1.473 0.753
C 6.765 0.548 1.691
C 5.862 -0.642 1.790
C 4.607 -0.464 0.941
H 3.944 0.265 1.409
H 4.063 -1.405 0.858
H 6.413 -1.531 1.462
H 5.588 -0.806 2.835
H 7.543 0.619 2.438
H 7.322 2.322 0.733
H 4.834 2.170 -0.097
H 6.066 1.735 -1.278
H 4.048 0.418 -2.411
H 1.800 0.153 -2.845
C 0.247 -0.990 -0.093
O -1.057 -1.384 0.234
C -2.050 -0.459 0.232
C -1.881 0.915 0.104
C -2.968 1.772 0.146
C -4.241 1.261 0.321
C -4.442 -0.104 0.456
C -3.351 -0.950 0.412
Cl -3.577 -2.646 0.583
H -5.432 -0.507 0.592
Cl -5.597 2.326 0.372
H -2.820 2.834 0.039
H -0.899 1.334 -0.043
H 0.631 -0.215 0.583
H 0.864 -1.884 0.031
*
```

Summary:
total energy: -1761.53197 Ha
LUMO energy: 0.021 hartree
energy relative to the best compared isomer or geometry (same formula, charge and spin): 28.2 kcal per mole
Kohn-Sham gap: 8.969 eV
SMILES: O=C(COc1ccc(Cl)cc1Cl)N/N=C/[C@H]1CC=CCC1

Charges obtained by natural (NBO) population analysis, quoted in units of e: -0.58 0.64 -0.45 -0.25 0.10 -0.27 0.21 -0.43 -0.19 -0.18 -0.44 -0.39 0.21 0.22 0.21 0.22 0.21 0.21 0.21 0.21 0.15 0.38 -0.17 -0.48 0.37 -0.29 -0.20 -0.06 -0.23 -0.10 0.03 0.24 0.01 0.23 0.22 0.21 0.23



Computed, not measured: a single C16H23NO2 molecule, with wB97M-V/def2-TZVPD.

```
! wB97M-V def2-TZVPD RIJCOSX def2/J DEFGRID3
* xyz 0 1
C -1.427 -2.705 -0.083
H -1.923 -3.185 0.767
O -1.417 -1.303 0.046
C -2.605 -0.616 0.027
C -3.836 -1.261 -0.026
C -5.018 -0.540 -0.048
C -4.991 0.842 -0.027
C -3.771 1.487 0.019
C -2.567 0.790 0.053
C -1.338 1.650 0.086
O -1.401 2.843 -0.165
N -0.188 1.043 0.430
H -0.197 0.055 0.617
C 1.070 1.757 0.502
C 1.683 2.001 -0.895
H 0.843 2.186 -1.568
H 2.259 2.928 -0.844
C 2.586 0.923 -1.491
H 3.539 0.923 -0.965
C 1.976 -0.483 -1.466
C 2.790 -1.484 -0.644
H 3.684 -1.766 -1.208
H 2.192 -2.391 -0.517
C 3.250 -0.999 0.734
H 3.674 -1.867 1.247
C 2.159 -0.397 1.625
C 1.990 1.131 1.563
H 2.974 1.594 1.468
H 1.586 1.437 2.532
H 1.215 -0.908 1.435
H 2.427 -0.625 2.660
H 4.063 -0.279 0.629
H 0.962 -0.429 -1.079
H 1.900 -0.875 -2.483
H 2.801 1.217 -2.521
H 0.803 2.760 0.864
H -3.711 2.565 0.024
H -5.908 1.409 -0.049
H -5.958 -1.070 -0.086
H -3.886 -2.338 -0.048
H -1.905 -3.021 -1.014
H -0.379 -3.002 -0.100
*
```

Summary:
total energy: -828.72396 Ha
LUMO energy: 0.025 hartree
energy relative to the best compared isomer or geometry (same formula, charge and spin): 14.4 kcal per mole
Kohn-Sham gap: 9.543 eV
SMILES: COc1ccccc1C(=O)NC1CCCCCCC1

Charges obtained by natural (NBO) population analysis, quoted in units of e: -0.25 0.18 -0.52 0.32 -0.26 -0.19 -0.25 -0.13 -0.20 0.67 -0.64 -0.63 0.42 -0.05 -0.40 0.22 0.21 -0.41 0.19 -0.41 -0.39 0.20 0.19 -0.40 0.21 -0.40 -0.41 0.21 0.21 0.18 0.21 0.20 0.20 0.21 0.21 0.23 0.24 0.22 0.21 0.21 0.18 0.20



Computed, not measured: 2 unconnected molecules or ions with the total composition C2H3N2S3 at a distorted geometry, with wB97M-V/def2-TZVPD.

```
! wB97M-V def2-TZVPD RIJCOSX def2/J DEFGRID3
* xyz -1 1
C 0.265 1.586 -0.160
C 1.726 -0.295 0.052
N 0.777 0.551 -0.324
N -0.392 2.611 -0.357
S -2.317 -1.470 -0.254
S 3.214 0.359 0.379
S 1.349 -1.917 0.088
H -0.588 3.048 0.488
H -1.084 -1.800 -0.067
H -2.950 -2.671 0.155
*
```

Summary:
total energy: -1382.10401 Ha
LUMO energy: 0.117 hartree
energy relative to the best compared isomer or geometry (same formula, charge and spin): 29.8 kcal per mole
Kohn-Sham gap: 6.867 eV

Charges obtained by natural (NBO) population analysis, quoted in units of e: 0.72 -0.16 -0.52 -0.80 -0.35 -0.28 -0.27 0.37 0.17 0.13



Computed, not measured: 3 unconnected molecules or ions with the total composition C2H8O4 at a distorted geometry, with wB97M-V/def2-TZVPD.

```
! wB97M-V def2-TZVPD RIJCOSX def2/J DEFGRID3
* xyz 0 1
O -1.329 1.227 -1.735
C -1.335 0.345 -0.914
O -1.661 0.515 0.369
C -1.143 -1.132 -1.259
H -1.489 1.445 0.642
H -2.150 -1.232 -1.675
H -0.512 -1.187 -2.146
H -0.975 -1.738 -0.383
H -1.205 2.891 -0.807
H -0.475 3.607 0.338
O -1.231 3.073 0.144
H 4.318 -2.868 3.140
H 4.257 -2.315 1.832
O 4.931 -2.630 2.453
*
```

Summary:
total energy: -381.97366 Ha
LUMO energy: 0.018 hartree
energy relative to the best compared isomer or geometry (same formula, charge and spin): 15.2 kcal per mole
Kohn-Sham gap: 11.094 eV
SMILES: CC(=O)O.O.O

Charges obtained by natural (NBO) population analysis, quoted in units of e: -0.65 0.82 -0.71 -0.73 0.52 0.24 0.24 0.24 0.51 0.48 -0.97 0.46 0.46 -0.92



Computed, not measured: a molecular structure, C5H14CuF30NOP5 at a distorted geometry, with wB97M-V/def2-TZVPD.

```
! wB97M-V def2-TZVPD RIJCOSX def2/J DEFGRID3
* xyz -2 2
Cu 1.374 0.818 1.792
C -3.721 -2.982 -3.866
N -2.396 -2.468 -3.547
C -1.335 -3.332 -4.281
C -2.267 -1.023 -4.009
C -2.048 -2.724 -2.001
C -2.674 -1.667 -1.082
O -1.717 -0.600 -0.819
H -3.761 -4.004 -3.489
H -3.956 -3.045 -4.928
H -4.461 -2.352 -3.372
H -0.329 -3.006 -4.017
H -1.572 -3.364 -5.344
H -1.533 -4.306 -3.833
H -3.124 -0.429 -3.693
H -2.111 -1.040 -5.088
H -1.414 -0.574 -3.500
H -0.963 -2.739 -1.894
H -2.279 -3.756 -1.738
H -2.850 -2.169 -0.131
H -3.628 -1.273 -1.431
H -2.282 0.172 -0.907
P 3.121 1.954 -3.009
F 4.322 1.289 -2.176
F 2.539 0.499 -3.401
F 2.249 1.685 -1.675
F 1.768 2.727 -3.598
F 3.582 3.376 -2.506
F 3.914 2.113 -4.419
P 2.556 -3.243 1.750
F 4.136 -3.594 1.755
F 2.743 -2.047 2.822
F 2.524 -2.021 0.696
F 0.927 -3.106 1.954
F 2.090 -4.375 0.619
F 2.469 -4.260 3.036
P -1.636 4.699 0.850
F -0.675 5.844 0.173
F -1.821 4.126 -0.649
F -0.403 3.641 1.100
F -2.628 3.481 1.300
F -1.407 5.274 2.359
F -2.927 5.625 0.601
P 4.848 2.977 3.574
F 4.903 4.223 4.602
F 3.249 2.827 3.897
F 4.449 4.002 2.351
F 4.605 1.841 2.467
F 6.491 3.302 3.338
F 5.126 1.933 4.767
P -1.729 0.164 5.501
F -2.023 1.766 5.352
F -3.117 0.005 6.416
F -2.517 -0.051 4.074
F -1.549 -1.471 5.643
F -0.297 0.434 4.750
F -0.836 0.225 6.864
*
```

Summary:
total energy: -6672.96131 Ha
LUMO energy (spin up / spin down): 0.070 / -0.170 hartree
energy relative to the best compared isomer or geometry (same formula, charge and spin): 211.5 kcal per mole
Kohn-Sham gap (spin up / spin down): 8.647 / 2.108 eV

Charges obtained by natural (NBO) population analysis, quoted in units of e: 1.02 -0.42 -0.21 -0.39 -0.42 -0.22 -0.12 -0.69 0.22 0.23 0.23 0.26 0.22 0.21 0.23 0.22 0.27 0.27 0.23 0.23 0.18 0.49 2.60 -0.56 -0.60 -0.54 -0.58 -0.58 -0.58 2.59 -0.57 -0.61 -0.60 -0.62 -0.59 -0.60 2.60 -0.59 -0.61 -0.61 -0.60 -0.58 -0.60 2.55 -0.49 -0.40 -0.37 -0.48 -0.52 -0.52 2.59 -0.58 -0.60 -0.59 -0.60 -0.60 -0.59



Computed, not measured: a molecular structure, C18H22N5O3PdS at a distorted geometry, with wB97M-V/def2-TZVPD.

```
! wB97M-V def2-TZVPD RIJCOSX def2/J DEFGRID3
* xyz 1 3
Pd -0.591 -8.905 -12.581
C 1.942 -8.706 -14.159
C 2.390 -9.336 -12.791
N 1.215 -9.830 -11.973
C 0.928 -11.285 -11.935
C -0.003 -11.678 -13.060
C 0.146 -12.810 -13.810
C -0.745 -12.954 -14.912
C -1.641 -11.981 -15.301
C -1.593 -10.753 -14.557
C -2.475 -9.543 -14.821
N -1.962 -8.370 -14.066
C -1.474 -7.271 -14.909
C 0.028 -7.429 -15.172
N 0.799 -7.867 -13.934
N -0.801 -10.672 -13.480
H 1.618 -9.501 -14.881
H 2.759 -8.074 -14.600
H 2.991 -8.609 -12.243
H 3.089 -10.108 -13.099
H 1.209 -9.346 -11.043
H 0.471 -11.554 -10.963
H 1.845 -11.902 -12.022
H 0.734 -13.657 -13.508
H -0.675 -13.874 -15.485
H -2.195 -12.054 -16.249
H -3.502 -9.839 -14.459
H -2.554 -9.344 -15.916
H -2.787 -7.941 -13.529
H -1.646 -6.313 -14.465
H -1.994 -7.253 -15.896
H 0.380 -6.449 -15.526
H 0.147 -8.183 -15.961
H 0.960 -7.014 -13.381
O 0.946 -7.546 -10.087
S 0.039 -6.467 -10.509
O 0.757 -5.271 -10.919
N -1.106 -6.954 -11.641
C -2.392 -6.645 -11.190
O -3.465 -6.690 -11.814
C -2.388 -6.276 -9.747
C -3.500 -5.878 -9.000
C -3.299 -5.330 -7.714
C -2.024 -5.095 -7.282
C -0.901 -5.417 -8.093
C -1.118 -6.098 -9.274
H -4.528 -6.099 -9.325
H -4.173 -5.007 -7.195
H -1.835 -4.553 -6.376
H 0.118 -5.280 -7.726
*
```

Summary:
total energy: -1724.42284 Ha
LUMO energy (spin up / spin down): -0.110 / -0.161 hartree
energy relative to the best compared isomer or geometry (same formula, charge and spin): 3.9 kcal per mole
Kohn-Sham gap (spin up / spin down): 7.781 / 7.488 eV

Charges obtained by natural (NBO) population analysis, quoted in units of e: 1.11 -0.23 -0.24 -0.68 -0.26 0.21 -0.23 -0.12 -0.24 0.25 -0.28 -0.67 -0.23 -0.24 -0.59 -0.51 0.20 0.22 0.24 0.22 0.47 0.25 0.22 0.24 0.24 0.25 0.25 0.23 0.46 0.24 0.21 0.23 0.20 0.42 -0.98 2.28 -0.92 -1.01 0.66 -0.62 -0.15 -0.14 -0.19 -0.18 -0.16 -0.34 0.24 0.23 0.23 0.24



Computed, not measured: 2 unconnected molecules or ions with the total composition C3HCl3N2 at a distorted geometry, with wB97M-V/def2-TZVPD.

```
! wB97M-V def2-TZVPD RIJCOSX def2/J DEFGRID3
* xyz 0 1
C 1.158 -1.023 1.058
C 1.117 -0.299 -0.147
C -2.812 0.385 0.559
N 1.471 -1.588 2.005
N 1.409 0.927 -0.244
Cl 0.795 -1.244 -1.655
Cl -3.260 -0.208 -0.858
Cl -1.686 1.733 0.373
H 1.808 1.317 -1.090
*
```

Summary:
total energy: -1604.84662 Ha
LUMO energy: -0.043 hartree
energy relative to the best compared isomer or geometry (same formula, charge and spin): 65.2 kcal per mole
Kohn-Sham gap: 8.475 eV

Charges obtained by natural (NBO) population analysis, quoted in units of e: 0.18 0.20 -0.14 -0.19 -0.54 -0.04 0.15 -0.01 0.39



Computed, not measured: 6 unconnected molecules or ions with the total composition C36H66BCl2IO20 at a distorted geometry, with wB97M-V/def2-TZVPD.

```
! wB97M-V def2-TZVPD RIJCOSX def2/J DEFGRID3
* xyz 0 1
C 7.280 1.391 -0.902
B 6.168 1.557 0.335
O 6.678 1.383 1.722
C 4.552 1.858 -0.011
C 4.487 3.410 -0.516
C 3.081 4.198 -0.207
C 2.864 5.250 -1.487
I 4.599 6.647 -1.596
O 4.208 0.845 -1.025
C 3.207 1.306 -1.988
O 3.649 1.810 -3.174
C 1.592 1.161 -1.750
C 0.644 1.739 -2.951
C -0.185 3.118 -2.572
C -0.992 3.052 -1.146
C -1.956 1.736 -0.955
O -3.100 2.187 -0.100
C -2.630 2.545 1.250
C -2.568 4.130 1.779
O -2.253 1.630 2.182
C 3.693 1.499 1.332
Cl 2.617 -0.057 1.298
C 3.681 2.232 2.624
C 2.761 1.710 3.896
Cl 4.718 3.740 2.873
H 7.386 0.225 -1.070
H 6.857 1.911 -1.864
H 8.313 1.813 -0.545
H 6.449 0.434 2.027
H 5.322 3.993 0.109
H 4.815 3.572 -1.652
H 3.217 4.911 0.739
H 2.133 3.518 -0.132
H 1.884 5.882 -1.403
H 2.918 4.596 -2.470
H 1.373 -0.011 -1.688
H 1.321 1.570 -0.668
H -0.196 0.914 -3.144
H 1.173 1.897 -3.982
H -1.020 3.230 -3.418
H 0.564 4.019 -2.559
H -1.671 4.007 -1.002
H -0.249 3.053 -0.213
H -2.441 1.334 -1.947
H -1.454 0.852 -0.375
H -1.720 4.709 1.212
H -2.345 4.181 2.947
H -3.582 4.690 1.616
H 3.299 0.802 4.419
H 2.587 2.619 4.649
H 1.671 1.360 3.569
C -5.540 0.445 4.178
C -4.185 -0.229 4.303
O -4.040 -0.855 5.583
C -4.690 -2.035 5.738
O -5.372 -2.596 4.893
O -4.481 -2.470 7.004
C -5.200 -3.657 7.333
H -5.705 1.137 5.011
H -5.613 0.998 3.237
H -6.353 -0.286 4.209
H -3.397 0.529 4.230
H -4.014 -0.950 3.496
H -5.006 -4.453 6.607
H -6.270 -3.437 7.390
H -4.863 -3.997 8.316
C -1.693 -4.789 -3.239
C -0.295 -5.254 -3.609
O 0.671 -4.228 -3.349
C 1.021 -4.065 -2.049
O 0.592 -4.710 -1.103
O 1.907 -3.042 -1.975
C 2.279 -2.697 -0.642
H -1.931 -3.844 -3.740
H -2.438 -5.539 -3.522
H -1.781 -4.609 -2.164
H -0.256 -5.461 -4.684
H -0.025 -6.182 -3.093
H 2.641 -3.571 -0.091
H 1.429 -2.240 -0.127
H 3.088 -1.963 -0.694
C -0.193 -0.444 7.850
C 1.205 -0.909 7.480
O 2.171 0.116 7.740
C 2.521 0.279 9.040
O 2.092 -0.365 9.986
O 3.407 1.302 9.114
C 3.779 1.648 10.447
H -0.431 0.500 7.349
H -0.938 -1.194 7.567
H -0.281 -0.264 8.925
H 1.244 -1.116 6.405
H 1.475 -1.837 7.996
H 4.141 0.774 10.998
H 2.929 2.104 10.962
H 4.588 2.382 10.395
C -7.683 -9.436 -3.823
C -7.371 -8.141 -4.554
O -5.991 -7.786 -4.401
C -5.116 -8.482 -5.168
O -5.402 -9.365 -5.964
O -3.864 -8.052 -4.877
C -2.834 -8.779 -5.544
H -7.374 -9.370 -2.774
H -8.753 -9.656 -3.866
H -7.142 -10.280 -4.260
H -7.958 -7.328 -4.114
H -7.642 -8.197 -5.614
H -3.000 -8.803 -6.626
H -2.777 -9.794 -5.139
H -1.883 -8.275 -5.352
C 1.470 3.314 -7.470
C 2.688 4.102 -7.019
O 2.503 5.505 -7.244
C 1.704 6.144 -6.353
O 1.146 5.632 -5.394
O 1.606 7.442 -6.729
C 0.706 8.207 -5.930
H 1.222 3.548 -8.511
H 1.650 2.238 -7.380
H 0.590 3.564 -6.871
H 3.555 3.797 -7.614
H 2.933 3.906 -5.969
H 0.949 8.123 -4.866
H -0.322 7.884 -6.119
H 0.800 9.256 -6.223
*
```

Summary:
total energy: -4158.79010 Ha
LUMO energy: 0.007 hartree
Kohn-Sham gap: 9.313 eV
SMILES: CB(O)[C@@](CCCI)(OC(=O)CCCCCOC(C)=O)/C(Cl)=C(/C)Cl.CCOC(=O)OC.CCOC(=O)OC.CCOC(=O)OC.CCOC(=O)OC.CCOC(=O)OC

These are the Mulliken partial charges, in e, on atoms 1 to 99: -0.82 0.42 -0.54 0.53 -0.95 0.28 -1.10 -0.03 -0.29 0.15 -0.57 0.78 -0.52 -0.31 -0.19 -0.27 -0.43 0.65 -0.82 -0.53 -0.09 -0.22 0.14 -1.00 -0.18 0.27 0.24 0.23 0.32 0.46 0.44 0.40 -0.28 0.53 0.30 -0.19 -0.12 0.27 0.22 0.37 -0.11 0.35 0.10 0.25 0.24 0.19 0.29 0.32 0.25 0.34 0.25 -1.13 0.04 -0.32 0.70 -0.57 -0.30 -0.64 0.33 0.32 0.32 0.15 0.29 0.29 0.29 0.22 -0.95 -0.11 -0.35 0.69 -0.56 -0.33 -0.54 0.28 0.23 0.31 0.26 0.29 0.47 0.24 0.08 -1.06 -0.19 -0.28 0.70 -0.56 -0.30 -0.64 0.29 0.32 0.32 0.29 0.30 0.29 0.29 0.22 -1.08 -0.17 -0.34